Record 1
33
Properties=species:S:1:pos:R:3:forces:R:3 method="wB97M-V/def2-TZVPD" lumo_energy_ev=2.72 e_tot_ev=-94569.2486 e_above_lowest_kj_mol=19.5 gap_ev=9.15 homo_energy_ev=-6.422 molar_mass_da=320.1 charge=-1
Br -4.398 7.398 3.688 -0.19 -0.03 0.02
C -8.535 6.133 5.558 0.01 0.58 -0.37
O -9.719 6.132 5.857 -0.04 -0.05 0.17
N -7.633 5.264 6.098 0.16 -0.90 0.79
N -7.966 7.018 4.703 0.09 -0.05 -0.23
H -8.002 4.601 6.755 -0.11 -0.02 -0.12
H -6.721 5.059 5.731 -0.02 0.34 -0.24
H -8.509 7.757 4.298 -0.12 -0.09 0.02
H -6.993 6.935 4.459 0.19 0.29 -0.08
C -6.383 10.882 2.766 0.02 0.28 0.88
O -7.009 11.906 2.547 -0.01 -0.11 -0.55
N -5.808 10.613 3.971 0.02 0.06 0.24
N -6.134 9.857 1.902 0.05 -0.27 -0.77
H -5.682 11.367 4.619 -0.08 -0.08 0.08
H -5.402 9.700 4.125 0.27 0.16 0.33
H -5.688 9.042 2.306 -0.10 -0.28 -0.27
H -6.687 9.741 1.072 -0.12 0.12 0.08
C -2.489 8.008 7.387 0.17 0.27 0.16
O -1.861 8.722 8.151 0.18 0.05 -0.21
N -3.814 7.722 7.628 -0.42 0.09 0.44
N -1.998 7.450 6.232 -0.60 -0.20 -0.49
H -4.258 6.852 7.393 0.20 0.02 -0.43
H -4.162 8.153 8.468 0.11 -0.09 0.07
H -1.236 7.926 5.776 0.22 0.10 0.50
H -2.742 7.293 5.551 0.13 -0.17 -0.04
C -1.931 10.314 1.067 0.41 0.63 0.86
O -0.909 10.658 0.486 0.05 -0.41 -0.16
N -1.927 9.583 2.221 0.16 0.34 -0.72
N -3.157 10.789 0.710 -0.44 -0.17 -0.41
H -2.788 9.308 2.669 0.29 -0.36 0.22
H -1.012 9.314 2.524 -0.18 -0.27 0.31
H -3.979 10.324 1.070 -0.12 0.13 -0.11
H -3.188 11.097 -0.247 -0.17 0.08 0.03

Record 2
50
Properties=species:S:1:pos:R:3:forces:R:3 method="wB97M-V/def2-TZVPD" lumo_energy_ev="-1.03 / -1.26" e_tot_ev=-68525.6035 e_above_lowest_kj_mol=76.5 gap_ev="6.69 / 6.80" multiplicity=2 homo_energy_ev="-7.728 / -8.065" molar_mass_da=669.7 charge=0
Re -0.148 -0.620 0.579 0.07 0.20 0.06
C -0.377 3.244 -1.605 -0.09 -0.05 -0.09
C -0.043 2.082 -0.749 0.13 -0.01 0.20
N -0.368 0.858 -0.972 -0.06 0.04 0.01
N -1.024 0.560 -2.162 -0.08 0.09 0.07
C -0.325 0.448 -3.337 -0.05 -0.10 -0.09
N -1.043 -0.149 -4.315 0.06 0.00 0.05
S 1.224 0.978 -3.565 0.06 0.03 0.00
C 0.695 2.269 0.520 -0.05 -0.02 -0.16
C 1.225 3.488 0.899 0.05 -0.06 0.07
C 1.926 3.567 2.093 -0.02 0.05 -0.08
C 2.082 2.429 2.859 0.00 -0.09 0.04
C 1.517 1.242 2.426 0.01 0.04 -0.04
N 0.833 1.162 1.283 0.08 0.14 0.12
H 0.509 3.582 -2.145 0.03 0.01 0.01
H -0.766 4.047 -0.982 0.00 0.02 0.01
H -1.137 2.964 -2.330 0.02 0.02 0.01
H -1.753 -0.117 -1.985 0.01 -0.04 -0.03
H -2.024 -0.348 -4.217 -0.01 0.02 0.00
H -0.627 -0.194 -5.227 0.00 0.00 -0.01
H 1.089 4.359 0.278 -0.02 0.01 -0.02
H 2.342 4.512 2.415 0.00 0.00 0.01
H 2.615 2.449 3.798 0.01 0.00 0.00
H 1.584 0.330 3.001 0.01 0.01 0.04
C 0.959 -2.995 -2.334 0.00 -0.06 -0.02
C 1.178 -3.097 -0.824 0.06 0.14 0.04
C 0.489 -4.332 -0.249 0.00 -0.05 0.01
C 2.668 -3.097 -0.489 0.04 -0.02 -0.03
N 0.575 -1.934 -0.216 -0.07 -0.42 -0.15
H 1.452 -3.831 -2.832 -0.01 -0.01 0.00
H 1.372 -2.065 -2.723 0.03 0.04 0.00
H -0.106 -3.034 -2.572 -0.02 0.01 0.02
H 0.920 -5.233 -0.689 0.01 -0.01 -0.01
H -0.579 -4.312 -0.466 0.00 0.01 0.00
H 0.617 -4.372 0.832 0.00 0.01 0.01
H 3.144 -3.981 -0.914 0.01 -0.01 0.00
H 2.811 -3.105 0.591 -0.01 0.00 0.02
H 3.152 -2.211 -0.900 -0.01 0.02 0.00
F -1.050 -2.669 2.574 -0.01 -0.03 0.00
C -0.167 -1.636 2.475 0.08 0.04 -0.11
F 1.052 -2.195 2.809 -0.04 0.00 0.02
F -0.459 -0.826 3.538 0.00 0.01 0.00
F -3.807 0.688 3.527 -0.02 0.00 -0.02
C -4.019 1.299 2.366 -0.03 0.06 0.06
F -4.752 0.503 1.587 0.03 0.00 -0.01
F -4.704 2.423 2.589 0.02 -0.04 0.00
S -2.424 1.714 1.558 0.03 -0.19 -0.02
O -1.692 2.499 2.507 0.00 0.06 -0.01
O -2.768 2.324 0.300 -0.01 0.01 0.03
O -1.868 0.337 1.390 -0.24 0.11 0.02

Record 3
66
Properties=species:S:1:pos:R:3:forces:R:3 method="wB97M-V/def2-TZVPD" lumo_energy_ev="-1.20 / -1.80" e_tot_ev=-116348.1410 e_above_lowest_kj_mol=631.9 gap_ev="6.02 / 5.39" multiplicity=4 homo_energy_ev="-7.220 / -7.191" molar_mass_da=782.9 charge=0
Tc -0.149 0.387 -0.087 0.04 1.28 -2.37
C -4.699 0.187 -0.754 0.04 -0.08 0.09
Si -3.095 0.127 -1.723 -0.29 0.44 -0.41
C -2.601 1.898 -2.076 -0.08 -0.07 0.08
C -3.348 -0.759 -3.362 0.05 -0.10 0.09
N -1.830 -0.624 -0.786 0.58 0.06 0.55
C -1.936 -1.913 -0.322 -0.03 -0.20 -0.03
C -2.974 -2.817 -0.598 -0.04 0.02 -0.04
C -2.979 -4.098 -0.068 0.03 0.02 0.02
C -1.951 -4.538 0.754 0.02 0.06 -0.01
C -0.892 -3.680 1.033 0.01 -0.05 0.02
C -0.919 -2.418 0.492 -0.12 -0.16 -0.06
O 0.141 -1.497 0.668 -0.08 0.13 0.14
C 1.102 -1.740 1.667 0.22 -0.06 0.13
C 2.262 -2.388 1.298 0.02 -0.03 -0.05
C 3.239 -2.581 2.265 -0.02 -0.02 -0.03
C 3.035 -2.129 3.561 -0.03 0.03 0.02
C 1.853 -1.482 3.901 0.03 -0.01 0.01
C 0.868 -1.281 2.946 -0.06 0.00 -0.04
H -5.500 0.597 -1.375 0.03 0.01 -0.01
H -4.585 0.833 0.120 0.00 0.01 0.00
H -5.019 -0.794 -0.400 -0.03 0.01 0.01
H -3.486 2.451 -2.403 -0.05 -0.08 -0.01
H -1.852 1.981 -2.864 0.03 0.00 0.04
H -2.221 2.405 -1.186 0.01 0.02 -0.07
H -3.661 -0.055 -4.136 0.01 0.02 0.04
H -4.103 -1.545 -3.308 0.01 0.00 -0.01
H -2.411 -1.221 -3.687 0.00 0.03 -0.03
H -3.783 -2.508 -1.246 0.02 -0.02 0.02
H -3.801 -4.761 -0.303 0.00 0.01 0.00
H -1.960 -5.536 1.169 0.00 0.01 0.00
H -0.068 -3.996 1.658 0.00 0.00 0.00
H 2.391 -2.712 0.273 -0.02 0.01 0.00
H 4.162 -3.082 2.002 0.00 0.00 0.00
H 3.802 -2.279 4.310 0.00 0.00 0.00
H 1.701 -1.125 4.910 -0.01 0.00 0.00
H -0.052 -0.753 3.164 -0.01 0.00 0.02
Cl 0.957 -2.340 -2.554 -0.07 0.03 0.10
C 1.049 -0.645 -2.924 0.35 -0.08 -0.75
C 0.690 0.282 -1.983 0.01 0.68 0.45
C 0.734 1.660 -2.313 0.72 -1.48 -1.75
Cl 0.508 3.881 0.917 -0.08 -0.06 -0.18
C 1.205 2.087 -3.597 -0.36 -0.30 1.12
Cl 1.227 3.768 -3.928 0.01 0.35 -0.05
C 1.595 1.142 -4.514 -0.10 -1.18 0.28
Cl 2.157 1.619 -6.063 0.04 0.05 -0.09
C 1.512 -0.245 -4.187 -0.10 0.74 0.26
Cl 1.991 -1.400 -5.350 0.14 -0.39 -0.31
O 0.276 2.441 -1.424 -1.06 0.54 2.60
C 1.583 1.148 0.770 0.90 -0.35 0.34
C 0.637 4.200 2.661 0.12 -0.04 -0.02
C 1.749 3.952 3.347 -0.25 0.07 0.02
C 3.050 3.416 3.020 0.16 -0.13 -0.15
C 3.392 2.426 2.163 0.29 -0.08 -0.01
C 2.544 1.643 1.351 -0.90 0.25 0.04
C 4.519 -0.408 -0.179 -0.42 -0.21 0.10
O 5.179 -0.147 0.740 0.16 0.15 -0.07
O 3.840 -0.707 -1.067 0.22 0.10 -0.05
H 1.254 4.833 0.430 -0.06 -0.08 0.08
H -0.297 4.568 3.049 -0.03 0.01 -0.05
H 1.646 4.283 4.379 -0.01 -0.05 0.02
H 3.846 3.806 3.644 0.01 0.02 -0.05
H 4.450 2.179 2.144 -0.02 -0.04 -0.04
O -2.764 2.764 2.472 0.26 -0.02 -0.01
C -1.991 2.004 1.984 -0.38 0.07 0.05
N -1.218 1.236 1.506 0.14 0.16 0.01